[1]
Molecular formula: C18H16N7O10ReS
Method: DFT, wB97M-V/def2-TZVPD

Output
highest occupied orbital energy (spin up / spin down)	-0.4339 / -0.4448	hartree
LUMO energy (spin up / spin down)	-4.6 / -4.4	eV
energy above the lowest of the compared OMol25 structures with the same formula, charge and spin	0.000	eV
<S²>	0.7562
E	-62785.7134	eV

Geometry as ORCA input:
```
! wB97M-V def2-TZVPD RIJCOSX def2/J DEFGRID3
* xyz 1 2
Re 0.361 0.224 0.462
C -4.687 2.109 -5.201
C -3.686 1.356 -4.375
C -2.326 1.410 -4.683
C -1.393 0.752 -3.906
C -1.833 0.034 -2.802
C -3.180 -0.049 -2.472
C -4.096 0.614 -3.269
S -0.671 -0.833 -1.836
O -0.402 -2.128 -2.358
O -1.215 -0.779 -0.397
N 0.622 0.079 -1.548
C 1.939 -0.331 -2.009
C 2.741 -0.825 -0.802
O 3.828 -1.287 -0.845
O 2.049 -0.649 0.376
H -4.376 2.166 -6.243
H -4.786 3.130 -4.828
H -5.670 1.644 -5.153
H -1.996 1.982 -5.541
H -0.338 0.816 -4.144
H -3.501 -0.622 -1.612
H -5.151 0.564 -3.028
H 2.474 0.514 -2.442
H 1.896 -1.135 -2.744
N 0.833 -2.174 6.599
C 0.231 -1.767 5.487
N -0.999 -2.185 5.204
N 0.937 -0.931 4.713
C 0.587 -0.597 3.539
N 0.346 -0.202 2.465
H 0.380 -2.763 7.276
H 1.775 -1.866 6.769
H -1.501 -2.791 5.831
H -1.527 -1.780 4.445
O -1.680 3.209 -0.941
C -1.731 2.385 -0.084
O -0.604 1.843 0.467
C -3.006 1.842 0.481
C -4.193 2.206 -0.146
C -5.377 1.663 0.311
C -5.437 0.774 1.367
C -4.236 0.439 1.959
C -3.025 0.960 1.549
N -4.230 -0.542 3.059
O -5.286 -0.961 3.455
O -3.137 -0.877 3.491
N -6.637 2.015 -0.380
O -6.536 2.592 -1.442
O -7.670 1.687 0.156
H -4.183 2.887 -0.985
H -6.377 0.359 1.703
H -2.122 0.666 2.060
*
```

Atom charges from the natural (NBO) analysis, given in e for atoms 1 to 2: number 1, Re, carries 1.75; number 2, C, carries -0.64

=====

[2]
Molecular formula: C44H49Br2F4LuN10O2SSi4
Method: DFT, wB97M-V/def2-TZVPD

Output
highest occupied orbital energy (spin up / spin down)	-0.2355 / -0.2356	hartree
LUMO energy (spin up / spin down)	-1.2 / -1.2	eV
energy above the lowest of the compared OMol25 structures with the same formula, charge and spin	2.689	eV
E	-292339.9726	eV

Geometry as ORCA input:
```
! wB97M-V def2-TZVPD RIJCOSX def2/J DEFGRID3
* xyz 0 1
Lu 0.295 -1.350 -0.228
O 2.604 -0.495 3.403
C 2.300 0.015 2.350
N 2.683 -0.496 1.132
C 3.709 -1.494 1.037
C 4.999 -1.198 1.449
C 6.021 -2.096 1.218
C 5.756 -3.259 0.514
C 4.465 -3.569 0.140
C 3.400 -2.715 0.435
N 2.056 -3.079 0.181
C 1.811 -4.356 0.550
O 2.585 -5.136 1.097
C 0.427 -4.881 0.274
C 0.296 -6.269 0.276
C -0.959 -6.824 0.133
C -2.038 -5.963 0.020
C -1.811 -4.599 0.022
N -0.602 -4.042 0.121
C 1.386 1.194 2.220
C 1.578 2.313 3.019
C 0.738 3.401 2.843
C -0.267 3.306 1.893
C -0.407 2.128 1.175
N 0.393 1.076 1.321
H 5.189 -0.275 1.968
H 7.014 -1.879 1.572
H 6.560 -3.939 0.279
H 4.271 -4.509 -0.351
H 1.184 -6.867 0.419
H -1.094 -7.893 0.140
H -3.046 -6.338 -0.064
H -2.645 -3.919 -0.030
H 2.378 2.302 3.743
H 0.869 4.295 3.433
H -0.928 4.133 1.700
H -1.191 2.017 0.439
Br 2.793 -1.499 -2.523
C 2.105 -3.207 -3.137
Br 0.180 -3.189 -2.990
H 2.471 -3.990 -2.478
H 2.381 -3.364 -4.178
C -4.638 -2.563 3.162
Si -2.834 -2.232 2.610
C -1.929 -3.867 3.022
C -1.989 -1.000 3.816
Si -2.530 -1.170 0.398
Si -3.752 -2.037 -1.713
C -3.382 -3.750 -2.503
C -3.054 -0.813 -3.007
C -5.663 -2.021 -1.895
Si -3.862 0.862 0.766
C -5.711 0.412 0.941
C -3.718 2.061 -0.732
C -3.530 1.959 2.310
H -4.678 -3.187 4.051
H -5.188 -3.082 2.384
H -5.173 -1.648 3.388
H -1.931 -4.040 4.095
H -0.889 -3.843 2.709
H -2.394 -4.729 2.557
H -1.855 -1.446 4.798
H -2.556 -0.086 3.949
H -0.998 -0.726 3.453
H -2.343 -4.043 -2.417
H -3.613 -3.728 -3.564
H -3.986 -4.538 -2.065
H -1.978 -0.938 -3.094
H -3.242 0.217 -2.729
H -3.487 -0.976 -3.988
H -6.155 -2.495 -1.052
H -5.953 -2.573 -2.786
H -6.065 -1.018 -1.991
H -6.087 -0.112 0.071
H -6.325 1.297 1.086
H -5.870 -0.232 1.799
H -4.476 1.853 -1.479
H -2.751 1.992 -1.221
H -3.850 3.094 -0.426
H -4.164 1.671 3.142
H -3.736 3.006 2.108
H -2.506 1.904 2.659
F 3.115 5.656 -0.640
C 4.162 5.028 -0.060
C 5.203 5.767 0.436
F 5.144 7.107 0.311
C 6.321 5.179 1.101
C 6.335 3.754 1.064
C 5.289 3.028 0.568
F 5.328 1.677 0.610
C 4.126 3.625 0.047
C 2.958 2.832 -0.232
C 2.875 1.508 -0.081
N 2.703 0.296 -0.066
C 1.749 3.424 -0.622
N 0.719 3.826 -0.936
F 7.388 3.083 1.567
C 7.300 5.927 1.761
C 7.274 7.325 1.869
N 7.317 8.464 2.021
C 8.377 5.357 2.458
N 9.275 4.965 3.060
S 0.222 0.569 -2.591
C -0.712 1.742 -3.379
N -0.992 2.903 -2.803
C -1.767 3.951 -3.434
C -2.683 3.349 -4.493
C -1.844 2.468 -5.414
N -1.178 1.471 -4.603
H -0.440 3.186 -1.983
H -1.093 4.694 -3.880
H -2.354 4.449 -2.658
H -3.174 4.140 -5.058
H -3.448 2.733 -4.014
H -1.099 3.078 -5.943
H -2.470 1.965 -6.153
H -0.997 0.555 -4.978
*
```

Atom charges from the Löwdin analysis, given in e for atoms 1 to 2: number 1, Lu, carries 1.36; number 2, O, carries 0.16

=====

[3]
Molecular formula: C2H10NO
Method: DFT, wB97M-V/def2-TZVPD

Output
highest occupied orbital energy	-0.5452	hartree
LUMO energy	-3.6	eV
energy above the lowest of the compared OMol25 structures with the same formula, charge and spin	1.028	eV
E	-5766.6539	eV

Geometry as ORCA input:
```
! wB97M-V def2-TZVPD RIJCOSX def2/J DEFGRID3
* xyz 1 1
C -1.133 1.602 -1.268
N -1.276 0.424 -0.341
H -1.934 0.623 0.410
H -1.662 -0.437 -0.798
H -0.377 0.133 0.086
H -0.546 1.287 -2.124
H -0.584 2.478 -0.877
H -2.096 1.895 -1.609
C 1.972 -1.177 0.981
O 0.555 -1.544 0.752
H 0.270 -1.946 1.579
H 2.083 -0.893 1.997
H 2.479 -2.125 0.836
H 2.249 -0.320 0.377
*
```

Atom charges from the natural (NBO) analysis, given in e for atoms 1 to 2: number 1, C, carries -0.43; number 2, N, carries -0.68

=====

[4]
Molecular formula: C49H37BrF4N9O2PSn
Method: DFT, wB97M-V/def2-TZVPD

Output
highest occupied orbital energy	-0.2744	hartree
LUMO energy	0.0	eV
energy above the lowest of the compared OMol25 structures with the same formula, charge and spin	0.393	eV
E	-164952.8171	eV

Geometry as ORCA input:
```
! wB97M-V def2-TZVPD RIJCOSX def2/J DEFGRID3
* xyz 0 1
Sn 0.700 -0.792 -0.685
O -5.082 -1.276 0.944
C -4.937 -1.821 -0.273
C -6.032 -2.494 -0.818
C -5.942 -3.108 -2.050
C -4.765 -3.037 -2.790
C -3.685 -2.350 -2.273
C -3.744 -1.744 -1.017
C -2.510 -1.096 -0.507
O -1.589 -0.858 -1.339
N -2.525 -0.866 0.823
N -1.411 -0.371 1.383
C -1.452 -0.235 2.659
C -0.329 0.315 3.409
C -0.361 0.322 4.808
C 0.729 0.800 5.506
C 1.828 1.273 4.801
C 1.764 1.256 3.418
N 0.721 0.803 2.737
H -4.181 -0.970 1.228
H -6.944 -2.540 -0.237
H -6.792 -3.654 -2.441
H -4.694 -3.517 -3.757
H -2.754 -2.286 -2.821
H -2.337 -0.535 3.221
H -1.228 -0.069 5.324
H 0.729 0.805 6.588
H 2.705 1.642 5.314
H 2.593 1.616 2.814
C -0.387 -3.485 1.491
N 0.215 -3.070 0.233
C 0.585 -3.996 -0.584
C 1.123 -3.710 -1.859
C 1.537 -4.587 -2.871
C 1.879 -3.792 -3.961
C 1.653 -2.469 -3.563
N 1.204 -2.416 -2.304
C 0.609 -3.593 2.630
C 1.730 -2.772 2.685
C 2.651 -2.898 3.714
C 2.459 -3.847 4.707
C 1.336 -4.662 4.669
C 0.420 -4.535 3.636
H -0.883 -4.456 1.380
H -1.155 -2.756 1.755
H 0.453 -5.052 -0.330
H 1.589 -5.663 -2.795
H 2.215 -4.119 -4.932
H 1.783 -1.568 -4.147
H 1.875 -2.035 1.907
H 3.522 -2.254 3.733
H 3.183 -3.951 5.505
H 1.184 -5.406 5.440
H -0.458 -5.171 3.611
F -2.423 4.908 -6.009
C -2.060 4.337 -4.867
C -2.279 4.978 -3.663
F -2.874 6.168 -3.641
C -1.885 4.372 -2.483
F -2.174 5.033 -1.363
C -1.250 3.135 -2.446
P -0.677 2.320 -0.861
C 0.382 3.650 -0.136
C -0.018 4.819 0.512
C 0.931 5.694 1.018
C 2.286 5.416 0.900
C 2.694 4.235 0.303
C 1.745 3.360 -0.203
C -2.219 2.485 0.098
C -2.155 2.722 1.470
C -3.317 2.770 2.223
C -4.548 2.547 1.624
C -4.613 2.257 0.270
C -3.456 2.231 -0.492
C -1.071 2.488 -3.677
Br -0.328 0.759 -3.819
C -1.465 3.091 -4.864
F -1.275 2.474 -6.032
H -1.062 5.053 0.647
H 0.609 6.602 1.512
H 3.018 6.113 1.288
H 3.748 3.996 0.232
H 2.039 2.413 -0.631
H -1.192 2.870 1.941
H -3.260 2.989 3.283
H -5.455 2.595 2.211
H -5.569 2.052 -0.194
H -3.510 2.008 -1.552
N 5.592 -1.572 -0.989
C 5.394 -2.654 -0.176
C 4.077 -2.618 0.164
N 3.463 -1.542 -0.412
C 4.395 -0.929 -1.124
C 4.222 0.227 -1.981
N 3.077 0.673 -2.440
C 3.372 1.736 -3.246
C 4.717 1.948 -3.274
N 5.255 0.977 -2.468
H 6.454 -1.350 -1.451
H 6.183 -3.343 0.070
H 3.530 -3.301 0.792
H 2.604 2.293 -3.756
H 5.321 2.683 -3.776
H 6.232 0.886 -2.254
*
```

Atom charges from the Löwdin analysis, given in e for atoms 1 to 2: number 1, Sn, carries 1.23; number 2, O, carries 0.04

=====

[5]
Molecular formula: C4H13N4O
Method: DFT, wB97M-V/def2-TZVPD

Output
highest occupied orbital energy	-0.4975	hartree
LUMO energy	-2.8	eV
energy above the lowest of the compared OMol25 structures with the same formula, charge and spin	1.418	eV
E	-12361.4702	eV

Geometry as ORCA input:
```
! wB97M-V def2-TZVPD RIJCOSX def2/J DEFGRID3
* xyz 1 1
C -1.639 1.424 -1.341
C 0.164 -0.126 -2.234
N 0.845 -0.054 -1.085
N -1.020 0.476 -2.355
N 0.813 -0.716 -3.297
H 0.593 0.317 -0.152
H 1.656 -0.661 -1.127
H -1.568 0.211 -3.157
H 0.222 -1.249 -3.932
H 1.685 -1.103 -2.942
H -1.115 0.936 -0.476
H -2.722 1.308 -1.264
H -1.187 2.435 -1.432
C 0.850 0.116 3.836
C 0.305 -0.223 2.513
O 0.955 -0.281 1.474
N -1.022 -0.653 2.368
H 0.328 -0.408 4.655
H 0.805 1.186 4.052
H -1.253 -1.021 1.459
H -1.795 -0.473 2.984
H 1.886 -0.221 3.844
*
```

Atom charges from the natural (NBO) analysis, given in e for atoms 1 to 2: number 1, C, carries -0.40; number 2, C, carries 0.67